[1]
C15H9AsBrF6N3OPdSe2Te2 | the ωB97M-V functional and the def2-TZVPD basis

Each line ends with the Mulliken spin population.
CARTESIAN COORDINATES (ANGSTROEM)
Pd 1.2569 -2.4608 -1.6864  0.6219
Br -2.3172 -0.8843 4.3197  0.0135
C -2.1404 0.5211 3.0812  0.0788
C -3.2294 1.3434 2.8164  -0.0437
C -3.0936 2.3626 1.8937  0.0760
C -1.8862 2.5311 1.2108  0.0114
C -0.7808 1.7306 1.5220  0.0666
C -0.9127 0.7251 2.4582  0.0008
N -1.8682 3.5453 0.2423  0.2978
N -0.9628 3.5642 -0.6247  0.0563
C -0.3743 2.5363 -1.2050  0.2401
C 0.8955 2.7847 -1.8259  -0.0457
C 1.7101 1.7852 -2.2301  0.1238
C 1.3008 0.4160 -2.0844  0.0370
O 2.0186 -0.5345 -2.4302  0.1845
C -0.0556 0.1529 -1.5551  0.0216
N -0.4209 -1.1419 -1.5076  0.0315
C -1.6829 -1.4495 -1.2491  -0.0069
C -2.6405 -0.4671 -1.0005  0.0062
C -2.2545 0.8515 -0.9507  0.0070
C -0.9185 1.1849 -1.2132  0.0032
H -4.1662 1.1882 3.3324  -0.0001
H -3.9160 3.0300 1.6729  -0.0015
H 0.1819 1.8947 1.0565  -0.0005
H -0.0648 0.1048 2.7157  0.0009
H 1.2025 3.8211 -1.8867  -0.0097
H 2.6907 1.9684 -2.6455  -0.0006
H -1.9400 -2.4995 -1.2333  -0.0136
H -3.6680 -0.7539 -0.8293  -0.0003
H -2.9834 1.6221 -0.7387  0.0100
Se -0.5020 -3.0016 1.5759  1.1960
Te 0.5694 -4.4676 -0.0166  0.8094
Te 2.9163 -4.3299 -2.3185  0.4941
Se 1.4237 -3.6498 -4.0212  0.7264
F 2.1249 -1.7279 0.3465  0.0031
As 3.8738 -1.9738 0.8032  -0.0079
F 5.4937 -2.2904 1.1954  0.0000
F 3.5804 -3.7002 0.4588  0.0071
F 4.2307 -1.8126 -0.8855  0.0037
F 3.3116 -2.2324 2.4003  0.0003
F 3.9974 -0.2866 1.0364  0.0015

Calculated values
* energy above the lowest of the compared OMol25 structures with the same formula, charge and spin: 43.7 kJ/mol
* ⟨S²⟩: 8.850
* gap between HOMO and LUMO (alpha / beta): 5.74 / 5.86 eV
* net charge: +1
* 2S+1: 6


[2]
C15H9Cl44NOP | the ωB97M-V functional and the def2-TZVPD basis

Each line ends with the Mulliken charge.
CARTESIAN COORDINATES (ANGSTROEM)
C 3.1960 -3.5687 3.6574  -0.3209
C 3.0482 -5.0460 3.3914  -0.3355
C 2.6369 -5.6724 1.9022  0.1189
C 1.0345 -6.1313 1.8334  -0.8864
P 0.0336 -4.7663 2.7590  0.4036
N -1.1403 -5.5805 3.8755  -0.7558
O -0.8295 -3.7907 1.5680  -0.4842
H 3.8099 -2.9537 2.8512  0.0488
H 2.6803 -3.0406 4.5870  0.1109
H 3.2816 -5.7878 4.2846  0.2235
H 2.7647 -4.8015 1.1134  -0.1943
H 3.3323 -6.5903 1.6016  0.3053
H 0.9331 -7.1053 2.4759  0.1545
H -1.2112 -4.9559 4.7339  0.2810
H -0.5777 -6.4082 4.2382  0.2884
H -0.6357 -2.8157 1.8050  0.2213
C -2.6112 0.0530 1.3088  0.1761
Cl -0.9779 -0.3098 1.9213  -0.0760
Cl -2.7727 -0.5649 -0.3545  -0.1075
Cl -3.8245 -0.7290 2.3534  -0.0065
Cl -2.8699 1.8160 1.3152  0.0017
C 4.3755 -4.6173 -1.9330  0.3106
Cl 2.6522 -4.9036 -1.5825  -0.1298
Cl 4.5343 -3.8131 -3.5150  -0.0227
Cl 5.0747 -3.5782 -0.6656  -0.1111
Cl 5.2410 -6.1744 -1.9688  -0.1193
C 1.0755 -2.8404 -5.9484  0.2423
Cl 0.5479 -4.2422 -6.9133  -0.1067
Cl 2.6282 -2.2356 -6.5793  -0.0429
Cl -0.1506 -1.5519 -6.0532  -0.1106
Cl 1.2766 -3.3320 -4.2476  0.0185
C -7.3245 -2.9469 3.6420  0.3567
Cl -6.0356 -1.7754 4.0174  -0.0801
Cl -6.7945 -4.5827 4.1086  -0.0874
Cl -8.7981 -2.5190 4.5476  -0.1079
Cl -7.6697 -2.9103 1.8943  -0.1002
C 6.6019 -0.6288 -5.7067  0.2782
Cl 6.0743 -2.0306 -6.6716  -0.0948
Cl 8.1546 -0.0240 -6.3376  -0.1093
Cl 5.3757 0.6597 -5.8115  -0.0148
Cl 6.8030 -1.1204 -4.0059  -0.0606
C 5.7019 -2.5678 7.0836  0.3315
Cl 4.1738 -1.8105 6.5680  -0.0553
Cl 5.9826 -4.0471 6.1309  -0.0760
Cl 7.0470 -1.4289 6.8223  -0.1140
Cl 5.6042 -2.9848 8.8131  -0.1162
C -2.6981 5.3756 -0.7882  0.2895
Cl -4.2262 6.1330 -1.3037  0.0042
Cl -2.4174 3.8963 -1.7408  -0.0918
Cl -1.3530 6.5146 -1.0495  -0.1153
Cl -2.7958 4.9587 0.9414  -0.0925
C -5.9981 8.1109 -4.1528  0.3163
Cl -4.3307 7.5263 -4.3818  -0.0631
Cl -6.9927 6.8097 -3.4514  -0.0672
Cl -5.9903 9.5118 -3.0519  -0.1026
Cl -6.6787 8.5960 -5.7265  -0.0974
C 5.7019 4.5645 -4.5654  0.3463
Cl 5.3663 5.6298 -3.1772  -0.0972
Cl 6.4056 5.5225 -5.8927  -0.0995
Cl 6.8515 3.2946 -4.0751  -0.0644
Cl 4.1842 3.8111 -5.1165  -0.0990
C 1.2019 3.1137 3.2986  0.2319
Cl 0.8606 2.0603 4.6944  -0.0826
Cl 2.1967 4.4946 3.8259  -0.1153
Cl 2.0821 2.1874 2.0568  -0.0767
Cl -0.3317 3.7123 2.6172  0.0418
C -10.4981 8.1864 -1.5742  0.2861
Cl -11.0257 6.7846 -2.5391  -0.1006
Cl -8.9454 8.7913 -2.2051  0.0048
Cl -11.7243 9.4749 -1.6790  -0.1061
Cl -10.2970 7.6949 0.1266  -0.0944

Calculated values
* gap between HOMO and LUMO: 3.42 eV
* net charge: -1


[3]
C15H9Cl5NO4STa | the ωB97M-V functional and the def2-TZVPD basis

Each line ends with the Mulliken charge.
CARTESIAN COORDINATES (ANGSTROEM)
Ta 0.4407 -0.5484 -1.9056  1.5834
Cl 0.5325 -2.9384 -2.7286  -0.2166
C -0.5801 -2.0359 -3.8310  1.0278
C -0.7620 -0.6780 -3.5560  -0.6324
C -1.6000 0.0506 -4.4013  0.6824
Cl -1.8280 1.7022 -4.0596  -0.1694
C -2.2195 -0.5741 -5.4811  -0.1117
Cl -3.2448 0.3073 -6.5049  -0.0977
C -1.9918 -1.9456 -5.7236  0.7431
Cl -2.7557 -2.7112 -7.0210  -0.0830
C -1.1546 -2.7108 -4.8854  -0.5572
Cl -0.8643 -4.3613 -5.1533  -0.1274
C -0.5609 1.1258 6.2839  -1.4356
C -0.2708 0.7870 4.8608  0.8208
C 0.7073 -0.1674 4.5483  -0.8195
C 1.0057 -0.4805 3.2433  -0.3433
C 0.2996 0.1835 2.2313  0.3159
C -0.6816 1.1475 2.5054  -0.4914
C -0.9557 1.4351 3.8201  -0.9595
S 0.6374 -0.2133 0.6259  1.9235
O 1.7622 -1.1172 0.4215  -0.6201
O -0.5486 -0.8529 -0.1608  -0.7135
N 0.7698 0.9767 -0.4766  -0.4992
C 2.0540 1.6654 -0.5591  -0.4803
C 2.9634 0.9161 -1.5209  0.5755
O 4.1141 0.8708 -1.6548  -0.3321
O 2.0755 0.1332 -2.4253  -0.5245
H -0.4764 0.2487 6.9233  0.3999
H -1.5499 1.5630 6.3998  0.3906
H 0.1719 1.8567 6.6365  0.3299
H 1.2356 -0.6696 5.3477  0.4349
H 1.7580 -1.2178 2.9965  0.4686
H -1.2114 1.6455 1.7030  0.4359
H -1.7125 2.1697 4.0598  0.4092
H 2.5497 1.7726 0.4067  0.3185
H 1.8911 2.6651 -0.9650  0.3546

Calculated values
* energy above the lowest of the compared OMol25 structures with the same formula, charge and spin: 0.0 kJ/mol
* gap between HOMO and LUMO: 6.66 eV
* net charge: +2


The calculation returns the following calculated total energy values, one per record and in order: -318157.5908, -579505.5302, -100362.8797 eV.